{"formula": "C5H8N2", "method": "ωB97M-V/def2-TZVPD", "symbols": ["H", "N", "C", "N", "C", "C", "C", "C", "H", "H", "H", "H", "H", "H", "H"], "coordinates": [[-0.953131, 2.569426, -0.776211], [-1.350839, 1.908382, -0.056477], [-0.731383, 0.787027, 0.132422], [-0.784984, -0.124097, 1.182128], [0.179648, -1.290891, 1.060860], [0.592824, -1.042325, -0.350026], [1.399199, -0.498681, -1.553415], [0.629448, 0.428647, -0.485588], [-1.549174, -0.112518, 1.732337], [-0.385061, -2.221780, 1.341015], [1.032233, -1.402292, 1.692471], [-0.366128, -1.462603, -0.856874], [2.452007, 0.031724, -1.558331], [0.900039, -0.904316, -2.459271], [1.401552, 0.709703, 0.179789]], "forces_ev_per_angstrom": [[-0.34, -1.78, 0.87], [-0.28, -0.92, 0.51], [2.33, 2.88, -1.36], [2.79, -0.05, -2.23], [-0.96, -0.70, 0.84], [-2.11, -1.92, -2.21], [0.28, 1.87, 1.40], [-1.13, -1.56, -1.44], [-2.82, -0.26, 2.41], [0.30, 0.58, -1.04], [0.61, 1.25, 1.23], [1.51, 0.94, 0.08], [-1.89, -2.16, -0.22], [0.89, 0.88, 0.46], [0.81, 0.95, 0.68]], "orbital_gap_ev": 9.619, "spin_multiplicity": 1, "relative_energy_ev": 4.966, "charge": 0, "energy_ha": -304.653005, "e_homo_ha": -0.3199}